i | 2 unconnected molecules or ions with the total composition C4H6ClNO. Source: OMol25; level of theory: ωB97M-V/def2-TZVPD.

Atoms and positions in Å:
C: 1.46 -1.04 1.38
C: -1.32 1.24 -0.43
C: 1.43 0.16 0.83
C: -1.95 0.52 -1.36
N: 1.45 -2.10 1.93
O: 1.66 0.36 -0.51
Cl: -1.57 -1.14 -1.63
H: -1.50 2.32 -0.34
H: -0.44 0.80 0.17
H: 0.61 -2.67 2.02
H: 1.23 1.14 1.18
H: -2.66 0.85 -2.18
H: 1.60 -0.43 -1.04

As for the total charge: 0. Its SMILES is N=C=CO.C=CCl. As for the LUMO energy: 0.67 eV. For the HOMO-LUMO gap, the calculation gives 8.93 eV.

Need the Löwdin charges? In units of e they are: -0.1522, -0.0772, -0.2304, -0.6510, 0.1527, -0.0477, 0.5654, 0.0652, 0.0366, 0.0787, 0.1040, 0.0717, 0.0841

ii | 2 unconnected molecules or ions with the total composition C4H6ClNO. Source: OMol25; level of theory: ωB97M-V/def2-TZVPD.

Atoms and positions in Å:
C: -1.59 0.40 -0.60
C: -1.73 -1.87 0.10
C: 1.48 0.44 -0.53
C: 1.69 1.05 0.77
N: -1.65 -0.78 -0.50
O: 1.41 -0.74 -0.75
Cl: -2.30 1.42 -1.77
H: -1.06 -2.65 -0.15
H: -2.41 -1.89 0.97
H: 1.26 1.21 -1.26
H: 0.82 0.71 1.44
H: 1.62 2.18 0.88
H: 2.46 0.53 1.39

As for the total charge: 0. As for the LUMO energy (alpha / beta): 0.25 / 0.25 eV. For the HOMO-LUMO gap (alpha / beta), the calculation gives 8.46 / 8.46 eV.

Need the Löwdin charges? In units of e they are: -0.6032, 0.0016, -0.3960, -0.0822, -0.1113, 0.0267, 0.6020, 0.0672, 0.0947, 0.1008, 0.1051, 0.0983, 0.0962

Ranking the structures above by energy, i is first and the second is 10.7 kcal/mol behind.